Density functional theory data (wB97M-V/def2-TZVPD) for a single C3H4OS3 molecule in a non-equilibrium geometry.

XYZ file:
```
11
Properties=species:S:1:pos:R:3:forces:R:3
C -0.412 -0.681 0.797 0.137 -1.258 1.932
C -0.485 0.791 0.465 0.269 1.034 0.410
C 1.577 0.738 -1.370 0.780 0.668 -0.377
H -1.673 -2.719 1.097 -0.148 1.121 -0.237
H -1.129 0.903 -0.424 0.177 0.292 0.462
H -0.888 1.367 1.385 0.473 -1.013 -1.570
H 2.517 1.127 -1.789 -0.147 0.166 0.671
O 0.519 -1.258 1.311 -0.865 0.799 -1.126
S -2.077 -1.448 0.717 0.809 -0.642 -0.081
S 1.170 1.543 0.126 -0.827 -0.986 -0.584
S 0.882 -0.364 -2.315 -0.658 -0.181 0.502
```
Positions in Å, forces in eV/Å.

The structure (SMILES) is O=C(S)CSC=S. The value obtained for the total energy is -1386.485656 hartree. As for the HOMO energy: -0.3305 hartree.